Model 1:
Density functional theory data (the ωB97M-V functional and the def2-TZVPD basis) for a cluster of 3 separate species, C4H12O4 in total.

Properties
charge = -2
orbital gap = 5.837 eV
HOMO energy = 0.4 eV

```
20
C4H12O4 the ωB97M-V functional and the def2-TZVPD basis
C 0.144 -1.239 -3.096
O -0.636 -1.814 -4.044
C -0.366 -1.213 -1.637
C 0.202 -0.104 -0.751
C -0.390 -0.027 0.649
O 0.298 0.861 1.490
H 1.169 -1.714 -3.064
H 0.416 -0.168 -3.331
H -0.169 -2.167 -1.136
H -1.458 -1.170 -1.654
H 1.288 -0.215 -0.667
H 0.095 0.845 -1.292
H -0.324 -1.037 1.095
H -1.465 0.219 0.599
H -0.594 2.122 1.712
H -0.285 3.225 2.851
O -0.911 2.997 2.163
H 1.027 0.548 4.018
H 0.777 0.311 2.595
O 1.182 -0.259 3.501
```

---

Model 2:
Density functional theory data (the ωB97M-V functional and the def2-TZVPD basis) for a structure of composition C4H12O4.

Properties
charge = -2
orbital gap = 6.157 eV
HOMO energy = 0.4 eV

```
20
C4H12O4 the ωB97M-V functional and the def2-TZVPD basis
C 0.599 0.884 0.302
C 1.996 0.150 0.115
C 3.008 0.820 -0.961
O 4.151 0.092 -1.068
C -0.450 -0.244 0.322
O -1.649 0.319 -0.031
H 0.355 1.719 -0.427
H 0.558 1.445 1.194
H 2.325 -0.160 1.068
H 1.722 -0.748 -0.457
H 2.440 0.905 -1.932
H 3.212 1.862 -0.563
H 0.047 -1.055 -0.400
H -0.587 -0.630 1.457
H -2.640 -1.609 -0.172
H -2.867 -0.585 -1.124
O -3.175 -1.568 -1.024
H -2.509 -0.003 2.692
H -2.584 0.090 0.929
O -3.126 -0.204 2.006
```

---

Which structure is most stable? model 1, by 0.0555 hartree over the runner-up.

---

Model 1:
Density functional theory data (the ωB97M-V functional and the def2-TZVPD basis) for a cluster of 2 separate species, C9H14 in total.

Properties
SMILES = Cc1ccccc1.CC
charge = 0
orbital gap = 9.857 eV
HOMO energy = -8.9 eV

```
23
C9H14 the ωB97M-V functional and the def2-TZVPD basis
C 1.064 -3.214 -1.525
C 0.830 -2.081 -0.520
C 1.835 -1.198 -0.191
C 1.666 -0.348 0.947
C 0.483 -0.455 1.701
C -0.637 -1.215 1.200
C -0.421 -2.132 0.182
H 0.128 -3.236 -2.253
H 0.969 -4.224 -1.110
H 1.915 -3.092 -2.238
H 2.607 -1.188 -0.926
H 2.453 0.376 1.212
H 0.354 0.099 2.594
H -1.585 -1.082 1.814
H -1.077 -2.844 -0.342
C -1.481 2.829 0.582
C -1.237 3.580 -0.695
H -1.216 3.329 1.477
H -2.493 2.536 0.659
H -0.728 2.009 0.502
H -0.927 3.107 -1.678
H -0.501 4.230 -0.551
H -2.001 4.211 -0.841
```

---

Model 2:
Density functional theory data (the ωB97M-V functional and the def2-TZVPD basis) for a cluster of 2 separate species, C9H14 in total.

Properties
SMILES = Cc1ccccc1.CC
charge = 0
orbital gap = 9.937 eV
HOMO energy = -9.0 eV

```
23
C9H14 the ωB97M-V functional and the def2-TZVPD basis
C 0.579 -1.928 -0.475
C 0.177 -1.590 0.935
C 0.994 -1.679 2.050
C 0.601 -1.157 3.277
C -0.668 -0.640 3.445
C -1.528 -0.578 2.352
C -1.130 -1.118 1.144
H 1.113 -2.871 -0.586
H 1.340 -1.205 -0.798
H -0.276 -1.758 -1.118
H 1.923 -2.219 2.008
H 1.313 -1.100 4.089
H -0.990 -0.210 4.383
H -2.524 -0.155 2.384
H -1.783 -1.093 0.285
C -0.613 2.577 -2.733
C 0.850 2.287 -3.080
H -0.982 1.727 -2.162
H -0.742 3.544 -2.265
H -1.237 2.574 -3.595
H 1.259 3.086 -3.686
H 1.398 2.109 -2.159
H 0.926 1.397 -3.695
```

---

Which structure is most stable? model 2, by 0.0517 hartree over the runner-up.

---

Model 1:
Density functional theory data (the ωB97M-V functional and the def2-TZVPD basis) for a cluster of 2 separate species, C9H14 in total.

Properties
SMILES = Cc1ccccc1.CC
charge = 0
orbital gap = 10.031 eV
HOMO energy = -9.0 eV

```
23
C9H14 the ωB97M-V functional and the def2-TZVPD basis
C -2.788 -0.202 -0.809
C -1.511 -0.631 -0.096
C -0.472 0.151 0.310
C 0.485 -0.361 1.242
C 0.452 -1.712 1.585
C -0.591 -2.525 1.045
C -1.494 -1.976 0.229
H -3.275 0.516 -0.143
H -3.504 -1.075 -1.024
H -2.466 0.376 -1.741
H -0.497 1.223 0.178
H 1.396 0.389 1.516
H 1.243 -2.360 2.187
H -0.696 -3.578 1.342
H -2.361 -2.601 0.060
C 2.159 2.371 -0.804
C 2.938 3.198 -1.804
H 1.115 2.491 -1.050
H 2.517 1.467 -0.794
H 2.209 2.804 0.116
H 2.977 2.656 -2.874
H 2.474 4.242 -1.821
H 3.807 3.564 -1.342
```

---

Model 2:
Density functional theory data (the ωB97M-V functional and the def2-TZVPD basis) for a cluster of 2 separate species, C9H14 in total.

Properties
SMILES = Cc1ccccc1.CC
charge = 0
orbital gap = 10.062 eV
HOMO energy = -9.0 eV

```
23
C9H14 the ωB97M-V functional and the def2-TZVPD basis
C 1.829 0.326 2.149
C 0.320 0.176 1.881
C -0.269 -0.188 0.674
C -1.619 -0.414 0.641
C -2.460 -0.047 1.723
C -1.847 0.487 2.843
C -0.439 0.566 2.969
H 2.423 0.190 1.236
H 2.139 -0.497 2.790
H 2.017 1.357 2.414
H 0.313 -0.428 -0.198
H -2.082 -0.799 -0.256
H -3.532 -0.120 1.776
H -2.472 0.655 3.714
H 0.025 1.017 3.833
C 0.552 0.275 -3.016
C 0.931 -0.796 -4.026
H 0.460 1.285 -3.408
H -0.522 0.174 -2.805
H 1.117 0.139 -2.103
H 1.067 -1.783 -3.565
H 1.891 -0.593 -4.499
H 0.158 -0.979 -4.770
```

---

Model 3:
Density functional theory data (the ωB97M-V functional and the def2-TZVPD basis) for a cluster of 2 separate species, C9H14 in total.

Properties
SMILES = Cc1ccccc1.CC
charge = 0
orbital gap = 10.095 eV
HOMO energy = -9.1 eV

```
23
C9H14 the ωB97M-V functional and the def2-TZVPD basis
C -0.246 2.481 -1.956
C -0.442 1.019 -1.692
C -1.521 0.539 -0.983
C -1.708 -0.840 -0.817
C -0.774 -1.746 -1.269
C 0.345 -1.225 -1.923
C 0.506 0.114 -2.189
H -0.940 3.093 -1.397
H -0.484 2.682 -3.007
H 0.763 2.863 -1.779
H -2.176 1.230 -0.467
H -2.573 -1.148 -0.232
H -0.828 -2.789 -1.009
H 1.174 -1.911 -2.085
H 1.339 0.481 -2.763
C 1.485 -0.573 2.363
C 0.482 -0.639 3.506
H 2.079 -1.469 2.175
H 0.885 -0.443 1.464
H 2.133 0.281 2.521
H 0.282 -1.660 3.849
H -0.512 -0.252 3.268
H 0.731 -0.089 4.423
```

---

Model 4:
Density functional theory data (the ωB97M-V functional and the def2-TZVPD basis) for a cluster of 2 separate species, C9H14 in total.

Properties
SMILES = Cc1ccccc1.CC
charge = 0
orbital gap = 9.816 eV
HOMO energy = -8.9 eV

```
23
C9H14 the ωB97M-V functional and the def2-TZVPD basis
C 0.396 0.774 -2.669
C 0.380 -0.370 -1.702
C 1.517 -1.197 -1.721
C 1.717 -2.223 -0.817
C 0.636 -2.521 0.051
C -0.370 -1.599 0.198
C -0.594 -0.554 -0.726
H 0.332 0.484 -3.718
H 1.344 1.310 -2.518
H -0.290 1.599 -2.470
H 2.200 -1.067 -2.552
H 2.669 -2.685 -0.602
H 0.706 -3.443 0.609
H -1.051 -1.706 1.036
H -1.431 0.074 -0.461
C -0.852 2.465 3.293
C -2.075 3.307 2.860
H -0.002 3.096 3.049
H -0.862 2.296 4.374
H -0.712 1.442 2.940
H -2.720 2.898 2.072
H -1.709 4.252 2.482
H -2.876 3.355 3.597
```

---

Which structure is most stable? model 3, by 0.0132 hartree over the runner-up.

---

Model 1:
Density functional theory data (the ωB97M-V functional and the def2-TZVPD basis) for a cluster of 2 separate species, C9H14 in total.

Properties
SMILES = Cc1ccccc1.CC
charge = 0
orbital gap = 9.956 eV
HOMO energy = -8.9 eV

```
23
C9H14 the ωB97M-V functional and the def2-TZVPD basis
C -0.268 -1.150 0.331
C -1.216 -0.019 0.091
C -0.785 1.235 -0.231
C -1.699 2.281 -0.455
C -3.043 2.079 -0.227
C -3.513 0.779 -0.006
C -2.596 -0.205 0.320
H -0.401 -1.456 1.385
H 0.795 -0.983 0.229
H -0.562 -2.095 -0.128
H 0.252 1.493 -0.414
H -1.233 3.212 -0.752
H -3.732 2.901 -0.385
H -4.545 0.467 -0.078
H -2.878 -1.188 0.682
C 3.106 -0.528 0.600
C 3.206 -1.304 -0.694
H 2.706 0.480 0.438
H 2.517 -1.015 1.375
H 4.090 -0.300 1.016
H 4.087 -1.965 -0.722
H 3.287 -0.667 -1.568
H 2.426 -2.052 -0.805
```

---

Model 2:
Density functional theory data (the ωB97M-V functional and the def2-TZVPD basis) for an isolated molecule of C9H14.

Properties
SMILES = CC1(C)[C@H]2[C@H]3C[C@H]3C[C@@H]21
charge = 0
orbital gap = 8.964 eV
HOMO energy = -8.0 eV

```
23
C9H14 the ωB97M-V functional and the def2-TZVPD basis
C -1.096 -1.737 -1.771
C -0.102 -1.061 -0.844
C 1.314 -1.105 -1.390
C -0.491 -0.624 0.687
C 0.264 0.130 1.732
C 1.156 1.346 1.550
C -0.219 1.616 1.552
C -1.038 1.618 0.205
C -0.440 0.369 -0.550
H -0.594 -2.754 -2.304
H -1.141 -0.814 -2.709
H -2.090 -1.726 -1.150
H 2.032 -0.371 -0.823
H 1.277 -0.828 -2.388
H 1.835 -2.114 -1.196
H -1.515 -1.150 0.863
H 0.175 -0.529 2.567
H 1.623 1.301 2.704
H 1.998 1.494 0.858
H -0.708 2.108 2.472
H -0.709 2.477 -0.149
H -2.112 1.463 0.503
H 0.582 0.890 -0.421
```

---

Which structure is most stable? model 1, by 0.2798 hartree over the runner-up.